(1)
2 unconnected molecules or ions with the total composition C4H10NO2 at a distorted geometry. Source: the OMol25 dataset; level of theory: wB97M-V/def2-TZVPD.

XYZ file:
```
17
Properties=species:S:1:pos:R:3:forces:R:3
O -1.41584 1.48654 0.13883 1.7 1.2 -2.1
C -0.77360 2.13772 -0.67970 -1.7 -0.3 0.6
O 0.07868 1.58602 -1.57235 0.8 -0.5 0.8
H -0.92331 3.20751 -0.92427 0.0 -0.2 0.8
H 0.84618 2.17378 -1.74572 -0.8 -0.2 -0.2
C 2.14163 -0.84764 0.79918 0.8 0.1 0.7
C 1.07159 -1.81327 0.39930 -0.7 -1.5 -0.2
C -1.34514 -1.47154 0.74352 1.8 0.4 0.9
N -0.20572 -1.10837 0.23886 -2.3 -0.5 -0.5
H 2.20081 -0.03446 0.07716 0.0 0.1 0.1
H 1.94883 -0.45070 1.80560 0.1 0.0 -0.3
H 3.13082 -1.33785 0.81414 -0.5 0.1 0.0
H 1.30275 -2.28775 -0.58226 -0.2 0.2 0.7
H 0.82540 -2.61863 1.14203 0.7 0.6 -0.6
H -2.23142 -0.80806 0.64698 0.7 -0.8 -0.3
H -1.28488 -2.34846 1.44031 -0.5 0.9 -0.8
H -0.24472 -0.34887 -0.45161 0.2 0.2 0.5
```
Positions in Å, forces in eV/Å.

HOMO-LUMO gap: 10.5 eV
Energy relative to the best compared isomer or geometry (same formula, charge and spin): 1.5793 eV
E_tot: -363.37762 Eh
E_HOMO: -15.21 eV
Spin multiplicity: 1
Net charge: +1

Mulliken population analysis, charges in e, atoms 1 to 8:
1. O -0.4840
2. C 0.2232
3. O -0.4628
4. H 0.3532
5. H 0.3717
6. C -1.0816
7. C -0.2231
8. C -0.0959


(2)
2 unconnected molecules or ions with the total composition C4H10NO2 at a distorted geometry. Source: the OMol25 dataset; level of theory: wB97M-V/def2-TZVPD.

XYZ file:
```
17
Properties=species:S:1:pos:R:3:forces:R:3
C 1.62429 0.74962 1.08319 -1.5 0.0 0.5
C 1.38167 0.04889 -0.16380 -0.4 0.2 1.8
C 0.25057 -2.01968 -0.12987 -2.0 -2.4 -3.6
C -2.02277 1.11455 0.10840 -0.3 1.3 2.0
N 1.08892 -1.03883 -0.76751 0.8 1.3 0.7
O 1.87653 1.22252 -0.25272 2.0 0.0 -2.9
O -0.94153 0.85934 -0.76385 -0.1 1.7 -1.5
H 0.87399 1.45656 1.41285 -0.3 -0.8 1.0
H 2.43473 0.43898 1.71945 0.4 0.2 0.0
H 0.48636 -3.01156 -0.79588 -1.3 2.3 1.6
H 0.48229 -2.34940 0.83781 0.6 0.4 1.5
H -0.82511 -1.57567 -0.24411 1.8 -1.5 0.3
H -2.21763 0.09097 0.39695 -1.2 0.2 0.9
H -2.92872 1.67652 -0.36348 1.7 -1.3 0.7
H -1.60713 1.76122 1.02104 -1.3 -1.4 -1.7
H -1.01388 1.64218 -1.33682 0.9 -0.5 -0.3
H 1.05741 -1.06621 -1.76166 0.2 0.2 -0.9
```
Positions in Å, forces in eV/Å.

HOMO-LUMO gap: 11.0 eV
Energy relative to the best compared isomer or geometry (same formula, charge and spin): 4.6764 eV
E_tot: -363.26380 Eh
E_HOMO: -14.57 eV
Spin multiplicity: 1
Net charge: +1

Mulliken population analysis, charges in e, atoms 1 to 8:
1. C -0.2116
2. C 0.6213
3. C -0.7328
4. C -0.5193
5. N -0.0830
6. O -0.3437
7. O -0.4306
8. H 0.1978


(3)
2 unconnected molecules or ions with the total composition C4H10NO2P at a distorted geometry. Source: the OMol25 dataset; level of theory: wB97M-V/def2-TZVPD.

XYZ file:
```
18
Properties=species:S:1:pos:R:3:forces:R:3
H 0.97112 0.66555 1.46427 -0.3 -0.2 0.3
N 1.33357 -0.25268 1.76035 0.3 0.9 -0.2
C 2.19486 -0.58058 0.88620 -0.7 0.2 -0.3
C 2.43357 0.17554 -0.37006 2.9 -1.9 0.5
C 3.45976 -0.15439 -1.21391 -2.9 3.0 -1.8
H 2.67500 -1.50949 1.07757 0.8 -0.8 -0.2
H 1.83969 1.06031 -0.36878 -0.3 0.7 -0.9
H 3.51057 0.44568 -2.21172 0.2 -0.9 2.0
H 4.11397 -0.98212 -1.19670 0.4 -0.9 0.6
C -1.92127 -0.50105 1.19053 -2.5 0.4 -0.9
P -2.29468 0.77049 -0.14449 0.5 1.0 2.4
O -3.90940 0.88854 0.12926 0.1 -0.1 -0.1
O -2.27124 -0.07652 -1.48213 0.6 -1.4 -2.2
H -2.14750 -1.50644 0.75400 0.3 0.7 0.6
H -0.89304 -0.34237 1.37106 1.0 -0.4 0.6
H -2.56120 -0.26564 2.10213 0.9 -0.4 -1.2
H -4.17741 1.70156 -0.30282 -0.4 0.2 0.0
H -1.61203 0.17655 -2.16209 -0.7 0.0 0.8
```
Positions in Å, forces in eV/Å.

HOMO-LUMO gap: 8.9 eV
Energy relative to the best compared isomer or geometry (same formula, charge and spin): 2.5508 eV
E_tot: -704.96903 Eh
E_HOMO: -8.48 eV
Spin multiplicity: 1

Mulliken population analysis, charges in e, atoms 1 to 8:
1. H 0.2146
2. N -0.7065
3. C 0.0488
4. C -0.0414
5. C -0.7788
6. H 0.4000
7. H 0.2810
8. H 0.1984


(4)
2 unconnected molecules or ions with the total composition C4H10NO2S at a distorted geometry. Source: the OMol25 dataset; level of theory: wB97M-V/def2-TZVPD.

XYZ file:
```
18
Properties=species:S:1:pos:R:3:forces:R:3
C -0.65469 1.04410 0.06604 0.8 0.8 -0.5
N -0.93473 -0.24050 0.71441 -0.7 1.2 -0.7
C -1.88767 -0.44782 1.66848 2.5 -2.8 -0.8
O -2.19377 -1.61506 1.91877 -1.0 1.0 0.4
C 0.83215 1.46001 0.30859 -1.8 -0.4 0.2
C 1.72184 0.45507 -0.38019 1.2 1.1 -1.5
S 1.50304 0.39293 -2.25707 -0.2 0.0 0.8
H -0.69500 1.02405 -1.04938 -0.5 -0.6 0.7
H -1.40636 1.75276 0.41097 0.2 0.3 0.2
H -0.70925 -1.04189 0.13971 -0.2 -0.3 0.2
H -2.08087 0.37165 2.33902 -0.6 0.9 0.0
H 1.08263 2.43718 -0.12825 -0.4 -0.1 0.3
H 0.92919 1.45186 1.40498 0.5 0.2 -0.1
H 2.74280 0.87351 -0.21286 -0.4 -1.1 0.0
H 1.57259 -0.55839 -0.05648 0.3 -0.3 0.7
H -0.13165 -1.74755 -2.04169 1.3 0.0 0.2
H 0.53543 -2.98640 -1.20617 0.9 0.6 -0.1
O -0.22567 -2.62551 -1.63889 -1.9 -0.4 -0.2
```
Positions in Å, forces in eV/Å.

HOMO-LUMO gap: 6.7 eV
Energy relative to the best compared isomer or geometry (same formula, charge and spin): 1.2484 eV
E_tot: -761.87553 Eh
E_HOMO: -3.08 eV
Spin multiplicity: 1
Net charge: -1

Mulliken population analysis, charges in e, atoms 1 to 8:
1. C -0.7735
2. N 0.0042
3. C 0.0067
4. O -0.6184
5. C -0.5292
6. C -0.6999
7. S -0.6706
8. H 0.2605


(5)
2 unconnected molecules or ions with the total composition C4H10NO2S at a distorted geometry. Source: the OMol25 dataset; level of theory: wB97M-V/def2-TZVPD.

XYZ file:
```
18
Properties=species:S:1:pos:R:3:forces:R:3
C 0.41616 1.18292 -0.26794 0.4 -0.4 -0.8
C 1.23642 0.18593 -1.12198 0.8 -0.2 0.3
S 2.31074 -0.89487 -0.09630 0.0 0.0 0.2
C -1.05553 1.00612 -0.46736 -0.9 -0.2 0.6
N -1.85072 0.92948 0.65206 0.3 0.2 0.0
C -1.42694 0.59304 2.00967 0.4 0.5 -0.9
O -1.59627 0.96037 -1.56786 0.3 0.2 0.0
H 0.80161 1.09456 0.73588 -0.3 0.0 0.4
H 0.62779 2.20240 -0.57723 0.0 0.3 -0.2
H 0.63275 -0.45615 -1.75399 -0.4 0.2 -0.1
H 1.90063 0.73707 -1.78165 -0.1 0.1 -0.2
H -2.81987 0.81426 0.41375 -0.1 -0.1 0.0
H -0.47295 0.08970 1.94300 0.0 -0.4 0.2
H -2.17107 -0.07477 2.41692 0.0 -0.1 0.4
H -1.24106 1.48282 2.61931 -0.4 0.0 0.1
H -0.56914 -1.90897 -0.20753 0.0 -0.1 -0.1
H 0.39789 -1.96395 0.93821 -0.1 -0.2 -0.5
O -0.50166 -2.27797 0.67758 0.1 0.1 0.5
```
Positions in Å, forces in eV/Å.

HOMO-LUMO gap: 6.5 eV
Energy relative to the best compared isomer or geometry (same formula, charge and spin): 0.8671 eV
E_tot: -761.88954 Eh
E_HOMO: -2.88 eV
Spin multiplicity: 1
Net charge: -1

Mulliken population analysis, charges in e, atoms 1 to 8:
1. C -0.2300
2. C -0.8484
3. S -0.6669
4. C 0.1439
5. N -0.1540
6. C -0.7006
7. O -0.6813
8. H 0.3831


(6)
2 unconnected molecules or ions with the total composition C4H10NO2S at a distorted geometry. Source: the OMol25 dataset; level of theory: wB97M-V/def2-TZVPD.

XYZ file:
```
18
Properties=species:S:1:pos:R:3:forces:R:3
C -1.59035 -0.01635 0.84140 2.2 -0.7 3.0
C -2.93792 -0.45822 -0.15716 -0.2 0.0 -1.8
C -0.24584 0.22112 0.31550 -1.5 0.5 -0.9
C 0.52856 -0.79861 -0.24559 -0.1 0.0 -0.5
N 3.06603 1.47687 -0.15621 -1.1 -2.0 0.0
O 0.00456 -2.02786 -0.27903 0.9 -0.2 -0.5
O 1.66306 -0.53192 -0.79170 -0.2 -1.6 0.2
S -3.97669 0.96238 -0.50773 1.8 -2.0 0.5
H -1.84763 0.81068 1.54442 -0.3 -0.7 -0.9
H -1.40976 -0.97485 1.51507 -1.2 1.6 -1.5
H -2.35337 -0.88993 -1.09590 -1.5 0.9 1.9
H -3.51880 -1.24536 0.40807 0.8 0.9 -0.6
H 0.13320 1.21623 0.03189 -0.4 -0.4 0.6
H 3.69366 1.50698 -0.91724 0.7 0.8 -0.8
H 3.41829 0.80041 0.49432 0.6 0.6 1.0
H 2.65518 2.31426 0.19515 0.4 0.5 0.3
H 0.55289 -2.73750 -0.71229 -0.3 1.2 0.5
H 2.16492 0.37168 -0.48295 -0.5 0.5 -0.5
```
Positions in Å, forces in eV/Å.

HOMO-LUMO gap (spin up / spin down): 4.8 / 4.8 eV
Energy relative to the best compared isomer or geometry (same formula, charge and spin): 4.1930 eV
E_tot: -761.43936 Eh
E_HOMO (spin up / spin down): -12.15 / -12.10 eV
Spin multiplicity: 1
Net charge: +1

Mulliken population analysis, charges in e, atoms 1 to 8:
1. C -0.7523
2. C -0.3779
3. C -0.3484
4. C 0.7248
5. N -0.7917
6. O -0.4352
7. O -0.5165
8. S 0.1006


- Number 3 is which compound?
  C4H10NO2P